{"formula": "C38H44N4O4P2SZr", "method": "wB97M-V/def2-TZVPD", "elements": ["Zr", "S", "P", "P", "O", "O", "O", "O", "N", "N", "N", "N", "C", "C", "C", "C", "C", "C", "C", "C", "C", "C", "C", "C", "C", "C", "C", "C", "C", "C", "C", "C", "C", "C", "C", "C", "C", "C", "C", "C", "C", "C", "C", "C", "C", "C", "C", "C", "C", "C", "H", "H", "H", "H", "H", "H", "H", "H", "H", "H", "H", "H", "H", "H", "H", "H", "H", "H", "H", "H", "H", "H", "H", "H", "H", "H", "H", "H", "H", "H", "H", "H", "H", "H", "H", "H", "H", "H", "H", "H", "H", "H", "H", "H"], "coordinates": [[0.545, 0.858, 0.523], [0.042, 5.200, 2.239], [0.014, -2.638, 0.921], [-1.208, -0.723, -1.252], [0.872, 5.392, 3.371], [0.587, 5.305, 0.930], [0.593, 2.518, 2.380], [-1.343, 4.930, 2.399], [-0.908, 2.547, -0.105], [2.521, 1.851, 1.404], [1.557, 2.012, -1.295], [-1.226, 1.128, 2.242], [2.008, 2.369, 2.656], [-1.080, 0.847, -3.541], [0.004, -5.101, 2.303], [2.915, -0.868, 2.946], [0.619, -6.219, 2.847], [-2.395, 1.884, 1.734], [-2.737, -1.312, -0.404], [1.064, -2.984, -3.790], [0.806, 3.228, -1.702], [2.033, -0.860, 0.242], [-3.674, 1.795, -3.456], [-1.537, 4.118, -1.776], [-1.542, 1.682, -4.544], [3.446, -0.867, 0.581], [2.976, 2.310, -0.957], [3.081, 2.842, 0.460], [-2.847, 2.160, -4.505], [0.201, -4.009, -4.147], [-3.209, 0.956, -2.448], [1.601, -1.072, 2.695], [2.002, -6.300, 2.897], [-1.509, -3.058, -2.750], [-1.086, -4.042, -3.630], [-2.780, 4.251, -1.179], [0.764, -4.043, 1.805], [2.156, -4.143, 1.844], [-3.065, 3.540, -0.024], [-0.610, 3.279, -1.192], [1.052, -1.193, 1.341], [3.879, -0.814, 1.863], [0.644, -2.004, -2.905], [-0.390, 1.857, 3.195], [-1.654, -2.413, 1.686], [2.769, -5.260, 2.390], [-2.712, -2.490, 0.582], [-2.109, 2.681, 0.480], [-0.642, -2.037, -2.370], [-1.907, 0.468, -2.476], [-0.085, 0.423, -3.633], [-2.576, -3.420, 0.026], [2.410, 3.346, 2.924], [1.332, -1.211, -2.631], [-3.522, 4.912, -1.606], [1.562, 1.369, -2.082], [0.810, 3.336, -2.788], [-1.284, 4.670, -2.671], [-0.897, 1.930, -5.377], [-2.518, -3.100, -2.362], [-1.764, -4.835, -3.915], [-1.842, -3.174, 2.443], [2.164, 1.650, 3.456], [4.170, -0.944, -0.224], [-1.556, 0.279, 2.685], [3.539, 1.382, -1.051], [-3.467, -1.524, -1.189], [-2.773, 2.565, 2.501], [2.067, -2.953, -4.194], [-4.018, 3.647, 0.476], [0.014, -7.030, 3.229], [-1.716, -1.457, 2.210], [2.522, 3.774, 0.565], [1.321, 4.102, -1.297], [-3.221, 2.791, -5.300], [-0.944, 2.608, 3.759], [-3.119, -0.421, 0.106], [0.093, 1.151, 3.871], [3.188, 1.082, 1.548], [0.933, -1.273, 3.531], [-3.898, 0.665, -1.666], [4.936, -0.833, 2.091], [3.849, -5.320, 2.416], [2.481, -7.172, 3.321], [4.125, 3.060, 0.696], [0.531, -4.781, -4.829], [3.271, -0.858, 3.970], [-3.710, -2.542, 1.025], [-3.195, 1.171, 1.530], [3.393, 3.036, -1.659], [1.820, -1.376, -0.691], [-1.078, -5.078, 2.260], [2.771, -3.346, 1.444], [-4.700, 2.140, -3.429]], "multiplicity": 1, "e_lumo_ha": -0.211, "e_above_lowest_kj_mol": 466.6, "orbital_gap_ha": 0.2278, "total_charge": 2, "homo_ev": -11.95}

{"formula": "C38H45As2BrF4IN4P2SeV", "method": "wB97M-V/def2-TZVPD", "elements": ["I", "Br", "Se", "As", "As", "V", "P", "P", "F", "F", "F", "F", "N", "N", "N", "N", "C", "C", "C", "C", "C", "C", "C", "C", "C", "C", "C", "C", "C", "C", "C", "C", "C", "C", "C", "C", "C", "C", "C", "C", "C", "C", "C", "C", "C", "C", "C", "C", "C", "C", "C", "C", "C", "C", "H", "H", "H", "H", "H", "H", "H", "H", "H", "H", "H", "H", "H", "H", "H", "H", "H", "H", "H", "H", "H", "H", "H", "H", "H", "H", "H", "H", "H", "H", "H", "H", "H", "H", "H", "H", "H", "H", "H", "H", "H", "H", "H", "H", "H"], "coordinates": [[1.283, -1.897, -1.362], [-0.510, -5.131, -3.480], [0.050, 1.512, -3.997], [1.010, 0.804, 1.349], [-0.537, -1.947, 2.020], [-0.799, -0.264, -0.184], [-2.750, 0.799, 0.815], [-2.505, -1.630, -1.234], [-2.847, 7.502, -1.588], [1.174, 5.625, 0.099], [-3.475, 5.205, -2.632], [0.541, 3.353, -0.936], [1.606, 8.371, 1.382], [-4.178, 2.233, -3.225], [-0.865, 0.861, -1.470], [-1.818, 10.136, -0.352], [-1.986, 6.491, -1.417], [3.393, -0.544, 2.490], [-0.312, 4.370, -1.135], [3.337, -2.718, 3.511], [-2.320, 5.288, -1.962], [0.020, 5.568, -0.584], [-0.786, -3.846, 1.751], [2.385, -6.474, -0.066], [-1.325, -1.882, 3.814], [1.987, -2.819, 3.210], [4.610, -1.424, -1.905], [2.114, -7.323, -1.135], [-2.609, -1.272, -3.013], [4.042, -1.586, 3.137], [3.867, -0.154, -1.502], [2.420, -0.141, -1.964], [0.697, 8.160, 0.703], [-1.844, 2.870, -2.376], [-3.462, 0.297, 2.430], [-0.887, 1.716, -2.487], [2.332, 2.195, 1.049], [-3.123, 2.565, -2.883], [-1.239, 9.142, -0.256], [4.579, 1.069, -2.087], [0.844, -4.754, -0.951], [-2.901, 2.608, 0.966], [-4.159, -1.121, -0.600], [1.238, -6.901, -2.122], [1.763, -5.235, 0.003], [-0.793, 6.727, -0.681], [-0.456, 7.968, -0.102], [-2.619, -3.442, -1.207], [0.660, -5.645, -1.980], [-1.509, 4.127, -1.858], [-4.171, 0.373, -0.278], [0.284, 1.573, 3.000], [2.039, -0.636, 2.190], [1.340, -1.794, 2.530], [-4.442, 0.760, 2.562], [-3.543, -3.761, -1.694], [5.101, -1.511, 3.350], [-2.188, 2.990, 1.696], [1.454, -3.722, 3.483], [3.085, -6.782, 0.704], [-2.940, -0.246, -3.176], [3.961, 0.333, 2.210], [1.873, 0.741, -1.635], [1.018, -7.527, -2.977], [-5.104, 0.666, 0.214], [2.586, -8.296, -1.209], [-3.910, 2.878, 1.282], [-0.746, -2.570, 4.431], [-1.288, -0.889, 4.253], [2.809, 2.098, 0.082], [4.662, 0.969, -3.172], [4.542, -1.577, -2.986], [3.888, -0.085, -0.408], [1.087, 1.814, 3.696], [-4.349, -1.710, 0.304], [5.668, -1.348, -1.646], [4.205, -2.309, -1.416], [4.040, 1.997, -1.894], [-4.936, -1.380, -1.324], [-0.388, -4.136, 0.776], [3.838, -3.532, 4.019], [2.353, -0.171, -3.050], [-2.359, -2.220, 3.775], [-2.816, 0.612, 3.250], [-2.598, -3.827, -0.190], [-2.691, 3.076, 0.005], [5.589, 1.168, -1.683], [-3.579, -0.786, 2.482], [-4.093, 0.964, -1.192], [3.072, 2.159, 1.846], [2.029, -4.597, 0.849], [1.808, 3.147, 1.087], [-0.400, 0.866, 3.465], [-1.622, -1.387, -3.463], [-1.860, -4.035, 1.790], [-0.308, -4.409, 2.550], [-0.260, 2.482, 2.744], [-1.766, -3.871, -1.735], [-3.311, -1.960, -3.487]], "multiplicity": 2, "e_lumo_ha": [0.038, 0.023], "s_squared": 0.799, "e_above_lowest_kj_mol": 195.8, "orbital_gap_ha": [0.2026, 0.2014], "total_charge": -1, "homo_ev": [-4.48, -4.86]}

{"formula": "C38H45N4O", "method": "wB97M-V/def2-TZVPD", "elements": ["O", "N", "N", "N", "N", "C", "C", "C", "C", "C", "C", "C", "C", "C", "C", "C", "C", "C", "C", "C", "C", "C", "C", "C", "C", "C", "C", "C", "C", "C", "C", "C", "C", "C", "C", "C", "C", "C", "C", "C", "C", "C", "C", "H", "H", "H", "H", "H", "H", "H", "H", "H", "H", "H", "H", "H", "H", "H", "H", "H", "H", "H", "H", "H", "H", "H", "H", "H", "H", "H", "H", "H", "H", "H", "H", "H", "H", "H", "H", "H", "H", "H", "H", "H", "H", "H", "H", "H"], "coordinates": [[-0.722, -3.038, -1.748], [-2.030, -3.508, 1.538], [1.734, 3.122, 0.041], [-0.420, 3.141, 0.061], [-3.283, -3.534, -0.245], [3.963, -2.365, -0.237], [2.756, -1.767, 0.209], [-0.848, -2.755, -0.531], [-3.706, -1.999, -2.130], [0.649, 2.283, 0.056], [-2.120, 1.718, 1.004], [-3.080, -4.398, -2.564], [0.002, 4.480, 0.029], [-3.255, -4.024, 1.908], [1.331, 4.469, 0.056], [4.752, 1.251, -0.957], [1.488, -2.078, -0.450], [3.066, 2.664, 0.006], [-3.996, 2.782, -0.780], [-1.121, 1.200, 1.983], [3.420, 1.682, -0.937], [7.110, 1.280, -0.130], [-2.681, 3.243, -0.838], [3.630, 4.213, 1.938], [-3.833, -3.441, -1.651], [-5.290, -3.866, -1.649], [3.999, 3.198, 0.909], [0.257, -2.051, 0.129], [5.700, 1.771, -0.078], [-2.307, 4.255, -1.869], [-0.932, -3.414, 2.480], [-4.030, -4.028, 0.806], [-1.758, 2.701, 0.071], [5.313, 2.733, 0.848], [-5.805, 1.335, 0.181], [-3.451, 1.284, 1.024], [-2.052, -3.171, 0.220], [2.458, 1.090, -1.912], [-4.388, 1.812, 0.138], [5.178, -1.373, 1.600], [2.811, -0.909, 1.325], [4.011, -0.726, 2.013], [5.151, -2.182, 0.458], [0.054, -1.523, 1.063], [-5.852, 0.247, 0.031], [1.903, -0.379, 1.623], [-5.399, -4.918, -1.366], [-3.134, -5.416, -2.164], [-2.291, 5.273, -1.456], [-1.155, -4.082, 3.324], [2.933, 1.042, -2.906], [2.189, 0.060, -1.634], [-5.686, -3.767, -2.667], [3.590, 5.227, 1.516], [-4.210, -1.897, -3.101], [-2.655, -1.721, -2.255], [-0.745, 1.982, 2.664], [6.106, -1.232, 2.157], [2.048, 5.260, 0.064], [-2.037, -4.092, -2.667], [-5.906, -3.243, -0.994], [6.066, -2.666, 0.109], [-6.270, 1.556, 1.150], [-3.545, -4.401, -3.559], [7.159, 0.196, 0.044], [4.421, 4.220, 2.697], [0.023, -3.715, 2.036], [-6.379, 1.829, -0.608], [-4.193, -1.318, -1.420], [-1.347, 4.051, -2.358], [-1.587, 0.428, 2.610], [5.048, 0.495, -1.687], [6.050, 3.135, 1.543], [-3.472, -4.345, 2.915], [-0.701, 5.287, 0.013], [1.589, -2.511, -1.454], [-4.730, 3.188, -1.475], [7.558, 1.480, -1.113], [-0.836, -2.396, 2.881], [2.684, 4.000, 2.449], [-3.082, 4.241, -2.645], [-5.045, -4.366, 0.686], [7.698, 1.788, 0.640], [-0.251, 0.774, 1.455], [4.025, -0.071, 2.883], [3.923, -2.995, -1.131], [-3.763, 0.550, 1.770], [1.530, 1.664, -1.984]], "multiplicity": 1, "e_lumo_ha": -0.147, "e_above_lowest_kj_mol": 0.0, "orbital_gap_ha": 0.2289, "total_charge": 1, "homo_ev": -10.24}

{"formula": "C38H45N4O4RhS5SbTe", "method": "wB97M-V/def2-TZVPD", "elements": ["Te", "Sb", "Rh", "S", "S", "S", "S", "S", "O", "O", "O", "O", "N", "N", "N", "N", "C", "C", "C", "C", "C", "C", "C", "C", "C", "C", "C", "C", "C", "C", "C", "C", "C", "C", "C", "C", "C", "C", "C", "C", "C", "C", "C", "C", "C", "C", "C", "C", "C", "C", "C", "C", "C", "C", "H", "H", "H", "H", "H", "H", "H", "H", "H", "H", "H", "H", "H", "H", "H", "H", "H", "H", "H", "H", "H", "H", "H", "H", "H", "H", "H", "H", "H", "H", "H", "H", "H", "H", "H", "H", "H", "H", "H", "H", "H", "H", "H", "H", "H"], "coordinates": [[-3.656, 2.484, 1.142], [1.598, -2.065, 1.439], [0.075, -0.335, 0.546], [1.704, -1.127, -2.295], [-2.572, -0.479, -7.730], [-1.283, -1.089, -2.131], [-2.520, -1.305, -4.876], [-5.132, 5.388, 1.911], [3.862, 4.693, -4.005], [4.915, 3.441, -2.613], [-2.116, 2.975, -1.213], [-1.241, 1.304, -0.040], [-0.710, 0.144, -5.796], [-3.271, -1.571, 3.600], [-0.381, 0.002, -4.460], [3.887, 3.896, -3.078], [-1.175, -0.186, 3.368], [1.794, 2.770, -6.468], [2.263, -3.749, 0.235], [1.955, 2.674, -7.844], [-6.626, 3.530, 1.051], [3.060, -4.846, 0.933], [3.774, 0.004, 1.090], [-1.286, 0.161, 4.710], [3.480, -1.148, 2.048], [-4.291, -0.542, 3.692], [0.639, 1.565, 4.519], [-1.232, -0.733, -3.843], [0.757, 1.180, 3.186], [0.182, 0.991, -6.526], [0.916, 1.931, -5.804], [-0.382, 1.041, 5.296], [-1.159, 2.266, -0.852], [1.054, -4.344, -0.486], [-2.164, -1.148, 2.740], [2.611, 2.528, -1.484], [0.235, 3.612, -2.442], [-0.121, 0.291, 2.549], [4.697, -2.057, 2.161], [1.234, 1.724, -8.549], [-7.478, 4.643, 1.278], [1.395, 2.122, -0.953], [1.435, 4.025, -2.993], [0.362, -0.873, -1.366], [0.071, -4.198, 3.069], [-5.307, 3.770, 1.354], [1.003, -3.012, 3.305], [2.132, -3.386, 4.257], [2.604, 3.469, -2.496], [0.205, 2.657, -1.427], [-1.834, -0.466, -6.231], [0.346, 0.876, -7.900], [-6.799, 5.731, 1.748], [-3.857, -2.799, 3.106], [4.550, -2.880, 2.861], [-0.417, -4.494, 4.006], [2.452, -5.378, 1.667], [-6.959, 2.574, 0.673], [-5.031, -0.814, 4.452], [-0.707, 4.017, -2.786], [2.958, 0.725, 1.083], [-4.281, -2.689, 2.092], [0.493, -3.583, -1.028], [2.893, -3.261, -0.515], [-0.718, -3.967, 2.349], [1.377, -5.102, -1.209], [3.946, -4.475, 1.445], [2.810, -2.552, 4.443], [-0.213, 0.138, -8.451], [2.724, -4.220, 3.868], [1.347, 2.267, 4.947], [4.696, 0.522, 1.381], [0.612, -5.070, 2.695], [-3.841, 0.410, 3.973], [-4.661, -3.122, 3.773], [-0.483, 1.314, 6.341], [3.391, -5.590, 0.197], [4.958, -2.484, 1.189], [0.800, 1.987, -4.732], [0.418, -2.207, 3.759], [1.726, -3.698, 5.227], [3.893, -0.353, 0.063], [1.368, 1.338, -0.194], [3.245, -0.732, 3.034], [-3.102, -3.586, 3.072], [1.582, 1.601, 2.614], [5.567, -1.483, 2.503], [2.645, 3.331, -8.359], [3.540, 2.102, -1.137], [0.375, -4.831, 0.219], [-1.616, -2.043, 2.435], [-4.814, -0.391, 2.734], [1.475, 4.757, -3.786], [-7.201, 6.701, 1.994], [-2.538, -0.710, 1.799], [-8.544, 4.638, 1.096], [1.359, 1.630, -9.621], [-2.083, -0.271, 5.304], [2.354, 3.504, -5.901]], "multiplicity": 2, "e_lumo_ha": [0.135, 0.130], "s_squared": 0.759, "e_above_lowest_kj_mol": 137.3, "orbital_gap_ha": [0.2059, 0.2009], "total_charge": -2, "homo_ev": [-1.92, -1.92]}

{"formula": "C38H45N6O3STc", "method": "wB97M-V/def2-TZVPD", "elements": ["Tc", "S", "O", "O", "O", "N", "N", "N", "N", "N", "N", "C", "C", "C", "C", "C", "C", "C", "C", "C", "C", "C", "C", "C", "C", "C", "C", "C", "C", "C", "C", "C", "C", "C", "C", "C", "C", "C", "C", "C", "C", "C", "C", "C", "C", "C", "C", "C", "C", "H", "H", "H", "H", "H", "H", "H", "H", "H", "H", "H", "H", "H", "H", "H", "H", "H", "H", "H", "H", "H", "H", "H", "H", "H", "H", "H", "H", "H", "H", "H", "H", "H", "H", "H", "H", "H", "H", "H", "H", "H", "H", "H", "H", "H"], "coordinates": [[-1.420, -2.106, -0.355], [-3.075, -2.763, -3.130], [-3.330, -1.477, -3.772], [-0.173, -3.538, -0.095], [5.262, 2.378, -3.632], [4.710, -3.971, -2.725], [-2.663, -0.419, -0.124], [-2.474, -2.746, -1.761], [-0.212, -0.740, 0.740], [0.263, -1.905, -2.138], [5.344, -3.167, -3.477], [3.710, 2.172, 2.232], [-5.247, 2.752, 1.284], [0.345, -1.215, -3.260], [0.028, 1.539, 1.400], [4.680, 3.150, -2.599], [5.815, -1.063, -4.489], [4.736, 0.371, -2.373], [2.022, 3.764, 1.314], [-1.672, -2.208, 3.301], [3.419, -3.882, -2.219], [4.746, -1.019, -2.339], [-4.816, 0.609, -0.046], [-2.928, -2.352, 2.442], [-2.656, -3.025, 1.093], [3.132, -4.717, -1.148], [1.081, -0.923, 1.039], [1.382, 1.368, 1.684], [1.936, -4.617, -0.427], [5.267, -1.753, -3.406], [-6.728, 2.447, 1.048], [-0.735, 0.488, 0.947], [-2.986, 1.620, 1.060], [2.369, -2.999, -2.689], [1.359, -1.432, -4.205], [5.795, 0.311, -4.535], [-4.875, 4.054, 0.552], [2.222, 2.524, 2.200], [1.229, -2.834, -1.876], [-5.010, 2.930, 2.793], [1.889, 0.086, 1.508], [1.001, -3.679, -0.758], [2.371, -2.310, -3.915], [5.246, 1.039, -3.487], [-4.351, 1.642, 0.756], [-3.980, -3.163, 3.202], [-3.960, -0.386, -0.460], [-2.180, 0.600, 0.613], [1.755, 2.850, 3.633], [6.211, 0.854, -5.379], [-3.817, 4.302, 0.689], [2.919, -0.148, 1.741], [3.639, 2.862, -2.437], [-5.471, 4.882, 0.949], [4.341, 0.923, -1.526], [1.470, -1.923, 0.910], [4.372, -1.541, -1.465], [-4.913, -3.234, 2.634], [-0.943, -1.534, 2.848], [4.277, 3.045, 2.563], [3.160, -2.485, -4.636], [2.322, 3.566, 0.282], [-5.736, 3.639, 3.193], [-5.854, 0.551, -0.346], [-5.071, 3.974, -0.522], [2.637, 4.584, 1.697], [0.699, 3.139, 3.654], [-3.605, -3.213, 0.581], [-4.205, -2.701, 4.170], [-1.192, -3.185, 3.441], [-1.922, -1.808, 4.289], [3.902, -5.419, -0.851], [5.239, 3.046, -1.665], [1.340, -0.896, -5.145], [6.248, -1.638, -5.302], [-7.335, 3.226, 1.512], [2.345, 3.680, 4.033], [4.721, 4.180, -2.930], [-0.442, 2.507, 1.525], [-7.015, 1.486, 1.489], [-4.312, -1.196, -1.081], [1.725, -5.273, 0.414], [-5.124, 1.982, 3.327], [-3.617, -4.181, 3.390], [-2.553, 2.388, 1.688], [-3.351, -1.350, 2.274], [-4.013, 3.326, 3.008], [-0.432, -0.476, -3.435], [-6.974, 2.431, -0.020], [-2.182, -3.998, 1.263], [0.984, 4.110, 1.307], [4.077, 1.891, 1.241], [3.924, 1.357, 2.931], [1.885, 1.986, 4.293]], "multiplicity": 2, "e_lumo_ha": [-0.152, -0.150], "s_squared": 0.880, "orbital_gap_ha": [0.2013, 0.2045], "total_charge": 1, "homo_ev": [-9.63, -9.64]}